ORCA calculation (ωB97M-V with the def2-TZVPD basis set) on a structure of composition C36H29MoN9O3.

The geometry in XYZ format:
```
78
Properties=species:S:1:pos:R:3:forces:R:3:lowdin_charge:R:1
Mo -0.2734 -0.3967 0.4018 0.07 -0.10 -0.19 1.780
C 3.0494 -2.1092 -3.5874 0.00 0.00 -0.01 -0.049
C 2.7282 -0.7600 -3.6975 0.00 0.01 0.00 -0.049
C 2.2652 -0.0611 -2.5950 -0.01 -0.01 -0.02 -0.058
C 2.1120 -0.7232 -1.3799 0.00 0.02 0.06 -0.303
C 2.4470 -2.0647 -1.2608 0.01 -0.01 -0.04 -0.027
C 2.9181 -2.7566 -2.3690 0.00 0.00 0.02 -0.048
N 1.5749 -0.0637 -0.2224 -0.02 -0.13 -0.05 -0.080
C 2.2773 1.0359 0.2909 -0.02 -0.01 -0.04 -0.213
C 3.4596 1.5850 -0.2006 0.01 0.03 0.03 0.016
C 4.0291 2.6468 0.4822 0.00 0.01 0.00 -0.030
C 3.4579 3.1615 1.6485 0.01 0.00 0.00 -0.042
C 2.3039 2.6033 2.1633 -0.03 -0.03 -0.02 0.000
C 1.7204 1.5606 1.4564 -0.01 0.03 0.03 -0.233
N 0.6136 0.7897 1.8696 0.08 0.05 0.07 -0.131
N 0.4187 0.7128 3.1296 -0.02 -0.03 -0.01 0.141
C -0.4141 -0.3356 3.4240 0.00 0.00 0.00 -0.314
C -0.8088 -0.5816 4.7372 0.05 0.07 -0.03 0.031
C -1.5967 -1.6803 4.9884 -0.03 -0.05 -0.01 -0.012
C -1.9590 -2.5064 3.9232 0.00 0.01 0.02 -0.010
C -1.5302 -2.2072 2.6504 0.03 0.03 0.02 -0.096
N -0.7574 -1.1333 2.3881 -0.06 -0.02 0.05 -0.027
H 3.4121 -2.6487 -4.4515 0.00 0.00 0.00 0.118
H 2.8469 -0.2515 -4.6452 0.00 0.00 0.00 0.116
H 2.0218 0.9928 -2.6742 -0.01 -0.01 0.00 0.120
H 2.3416 -2.5582 -0.3022 0.01 0.00 0.00 0.124
H 3.1816 -3.8017 -2.2751 0.00 0.00 0.00 0.120
H 3.9421 1.1758 -1.0758 -0.01 0.00 0.01 0.120
H 4.9495 3.0750 0.1087 0.00 0.01 0.01 0.122
H 3.9305 3.9875 2.1611 0.01 0.00 -0.01 0.120
H 1.8597 2.9571 3.0836 0.00 0.00 0.00 0.121
H -0.4685 0.0895 5.5128 -0.01 -0.01 0.01 0.132
H -1.9198 -1.9075 5.9950 0.00 0.00 0.00 0.128
H -2.5643 -3.3876 4.0802 0.00 0.00 0.00 0.125
H -1.7874 -2.8287 1.8072 0.00 0.00 -0.01 0.108
O -0.4884 -4.1174 -3.7576 0.00 0.04 0.03 0.098
C -0.3649 -4.8174 -2.6273 0.01 -0.01 -0.01 -0.247
C -0.2022 -6.1997 -2.7583 0.00 0.03 0.00 0.014
C -0.0510 -6.9893 -1.6443 0.00 -0.03 0.01 -0.032
C -0.0509 -6.4371 -0.3550 0.00 0.00 -0.02 -0.061
C -0.2123 -5.0862 -0.2105 -0.01 0.03 0.00 -0.018
C -0.3798 -4.2469 -1.3341 0.02 -0.04 0.01 -0.088
C -0.5196 -2.8295 -1.1360 0.02 0.08 0.07 -0.378
O -0.4788 -2.3497 0.1005 -0.02 -0.02 -0.05 -0.237
N -0.6882 -1.9997 -2.1434 0.00 0.01 0.04 0.102
N -0.7118 -0.7251 -1.6739 0.04 0.02 0.04 -0.124
C -0.9420 0.2531 -2.4626 0.01 0.09 0.00 -0.023
C -0.9553 1.5694 -1.8436 0.02 -0.12 -0.02 -0.229
C -1.2276 2.7176 -2.5608 0.00 0.03 0.01 0.029
C -1.2727 3.9335 -1.8932 -0.01 -0.01 -0.04 0.004
C -1.0596 3.9490 -0.5278 0.01 0.01 0.05 0.001
C -0.7874 2.7593 0.1278 -0.01 0.00 -0.04 -0.095
N -0.7169 1.5837 -0.5062 -0.05 0.03 0.00 -0.003
H -0.5800 -3.1683 -3.5539 0.00 -0.02 -0.01 0.076
H -0.1979 -6.6189 -3.7549 0.00 0.00 0.00 0.132
H 0.0739 -8.0571 -1.7682 0.00 0.00 0.00 0.121
H 0.0780 -7.0714 0.5101 0.00 0.00 0.00 0.113
H -0.2040 -4.6381 0.7737 0.00 0.00 0.00 0.110
H -1.1273 0.0977 -3.5194 0.00 0.01 0.00 0.158
H -1.4076 2.6504 -3.6250 0.00 0.01 0.00 0.135
H -1.4802 4.8484 -2.4315 0.00 0.00 0.00 0.133
H -1.0929 4.8692 0.0376 0.00 -0.01 0.00 0.128
H -0.6160 2.7542 1.1934 0.01 0.01 0.01 0.108
N -7.3848 0.7494 1.8161 -0.01 -0.01 0.01 0.193
C -6.8048 0.2600 0.6973 0.00 0.01 0.00 -0.491
O -7.3966 -0.0136 -0.3205 0.00 0.00 0.00 0.105
C -5.2977 0.0940 0.7279 -0.02 -0.02 -0.01 -0.089
C -4.4383 0.8339 1.5311 0.00 0.02 0.01 0.026
C -3.0775 0.6442 1.4014 -0.05 -0.04 -0.03 -0.113
N -2.5420 -0.2243 0.5310 -0.05 0.06 0.10 -0.061
C -3.3761 -0.9494 -0.2294 -0.01 0.00 -0.03 -0.077
C -4.7479 -0.8150 -0.1637 0.03 0.00 0.00 0.047
H -8.3910 0.8169 1.8184 0.00 0.00 0.00 0.130
H -6.9162 0.7567 2.7042 0.00 0.00 -0.01 0.105
H -4.8039 1.5739 2.2301 -0.01 -0.01 0.00 0.126
H -2.3844 1.2077 2.0139 0.01 0.00 0.01 0.105
H -2.9265 -1.6543 -0.9156 -0.01 -0.01 0.00 0.110
H -5.3954 -1.3910 -0.8102 0.00 0.00 0.00 0.138
```
Positions in Å, forces in eV/Å.

Its total charge is +2. The energy above the lowest of the compared OMol25 structures with the same formula, charge and spin comes out at 0.0 kJ/mol. For the HOMO energy (alpha / beta), the calculation gives -0.484 / -0.484 hartree.